The following is a DFT calculation (wB97M-V/def2-TZVPD) of a cluster of 7 separate species, C28H41N5O4S2 in total.

Computed properties:
SMILES string   O=S1(=O)CCCC1.O=S1(=O)CCCC1.c1cc[nH]c1.c1cc[nH]c1.c1cc[nH]c1.c1cc[nH]c1.c1cc[nH]c1
Relative energy (zero: lowest compared OMol25 entry of this formula, charge and spin)   0.0 kcal/mol
E   -2462.57037 a.u.
HOMO-LUMO gap   8.21 eV

ORCA input file:
```
! RIJCOSX wB97M-V def2-TZVPD def2/J DEFGRID3
* xyz 0 1
C 21.935 -0.278 -4.548
C 23.169 0.111 -3.711
C 23.671 -1.083 -2.905
S 22.477 -2.378 -3.201
O 21.364 -2.132 -2.318
O 23.084 -3.677 -3.265
C 22.032 -1.778 -4.816
H 21.883 0.304 -5.466
H 21.020 -0.110 -3.978
H 22.923 0.978 -3.101
H 23.971 0.478 -4.354
H 23.714 -0.967 -1.821
H 24.634 -1.437 -3.267
H 21.129 -2.287 -5.142
H 22.877 -2.004 -5.469
C 19.997 0.413 -0.732
C 20.025 1.785 -0.034
C 21.140 1.829 0.991
S 21.570 0.117 1.347
O 21.362 -0.208 2.732
O 22.836 -0.193 0.725
C 20.305 -0.639 0.339
H 20.784 0.310 -1.483
H 19.035 0.218 -1.200
H 19.061 1.927 0.454
H 20.147 2.568 -0.784
H 20.820 2.263 1.937
H 22.060 2.327 0.688
H 19.441 -0.824 0.976
H 20.750 -1.546 -0.060
N 30.697 0.511 3.979
C 30.849 -0.723 3.418
C 30.235 -1.639 4.233
C 29.677 -0.921 5.326
C 29.971 0.402 5.139
H 31.016 1.391 3.617
H 31.343 -0.883 2.475
H 30.081 -2.673 3.969
H 29.137 -1.340 6.159
H 29.871 1.225 5.825
N 27.809 -1.270 -0.077
C 26.562 -0.719 0.044
C 26.195 -0.780 1.358
C 27.285 -1.374 2.062
C 28.249 -1.688 1.154
H 28.318 -1.413 -0.931
H 26.023 -0.410 -0.836
H 25.316 -0.382 1.835
H 27.335 -1.554 3.124
H 29.207 -2.165 1.256
N 24.567 -1.300 6.897
C 25.426 -1.657 5.902
C 26.222 -2.671 6.367
C 25.810 -2.945 7.700
C 24.803 -2.063 8.005
H 23.872 -0.581 6.823
H 25.424 -1.169 4.942
H 26.985 -3.172 5.796
H 26.148 -3.746 8.336
H 24.237 -1.937 8.911
N 25.638 4.007 -1.600
C 24.305 4.267 -1.798
C 23.617 3.134 -1.455
C 24.571 2.154 -1.056
C 25.809 2.721 -1.171
H 26.358 4.662 -1.847
H 24.009 5.214 -2.213
H 22.549 3.007 -1.542
H 24.298 1.197 -0.639
H 26.777 2.346 -0.887
N 30.703 -2.928 -2.680
C 30.323 -2.955 -1.361
C 29.791 -4.188 -1.116
C 29.830 -4.918 -2.330
C 30.378 -4.116 -3.283
H 31.031 -2.122 -3.181
H 30.583 -2.107 -0.749
H 29.352 -4.545 -0.200
H 29.488 -5.930 -2.471
H 30.582 -4.238 -4.332
*
```

***

The following is a DFT calculation (wB97M-V/def2-TZVPD) of a cluster of 6 separate species, C30H30N6 in total at a distorted geometry.

Computed properties:
SMILES string   c1ccncc1.c1ccncc1.c1ccncc1.c1ccncc1.c1ccncc1.c1ccncc1
Relative energy (zero: lowest compared OMol25 entry of this formula, charge and spin)   20.9 kcal/mol
E   -1489.66192 a.u.
HOMO-LUMO gap   9.91 eV

ORCA input file:
```
! RIJCOSX wB97M-V def2-TZVPD def2/J DEFGRID3
* xyz 0 1
N -0.208 1.119 -5.539
C 0.435 0.804 -6.664
C 1.751 0.393 -6.696
C 2.445 0.214 -5.506
C 1.771 0.482 -4.330
C 0.455 0.906 -4.405
H -0.136 0.858 -7.585
H 2.270 0.235 -7.633
H 3.476 -0.109 -5.528
H 2.266 0.383 -3.372
H -0.084 1.205 -3.509
N -1.647 -0.839 5.358
C -2.388 -1.652 4.625
C -3.646 -1.337 4.134
C -4.173 -0.110 4.505
C -3.428 0.764 5.277
C -2.156 0.359 5.649
H -1.922 -2.591 4.336
H -4.211 -2.023 3.522
H -5.149 0.167 4.118
H -3.830 1.708 5.617
H -1.478 1.059 6.127
N 4.425 1.098 -0.600
C 4.963 2.164 -0.025
C 4.247 3.093 0.712
C 2.871 2.987 0.708
C 2.288 1.858 0.139
C 3.110 0.947 -0.494
H 6.032 2.260 -0.187
H 4.729 3.917 1.220
H 2.213 3.693 1.200
H 1.224 1.682 0.214
H 2.673 0.068 -0.960
N 3.799 -0.804 5.537
C 3.010 0.105 6.093
C 2.014 0.767 5.397
C 1.900 0.552 4.037
C 2.738 -0.371 3.440
C 3.635 -1.055 4.242
H 3.133 0.267 7.159
H 1.301 1.422 5.883
H 1.159 1.055 3.427
H 2.624 -0.637 2.397
H 4.266 -1.848 3.855
N -0.717 0.181 -1.098
C -1.253 0.558 0.057
C -0.996 -0.129 1.235
C -0.237 -1.292 1.182
C 0.183 -1.755 -0.061
C -0.084 -0.984 -1.176
H -1.855 1.460 0.065
H -1.347 0.260 2.185
H -0.155 -1.907 2.069
H 0.811 -2.636 -0.100
H 0.209 -1.273 -2.180
N -2.870 -2.701 -3.942
C -2.504 -1.444 -4.204
C -3.406 -0.465 -4.582
C -4.734 -0.814 -4.754
C -5.135 -2.097 -4.406
C -4.163 -3.007 -4.029
H -1.480 -1.224 -3.929
H -3.034 0.540 -4.737
H -5.440 -0.071 -5.101
H -6.172 -2.363 -4.564
H -4.389 -4.049 -3.828
*
```

***

The following is a DFT calculation (wB97M-V/def2-TZVPD) of a structure of composition C9H24Cl18OS2Si2.

Computed properties:
Relative energy (zero: lowest compared OMol25 entry of this formula, charge and spin)   3.9 kcal/mol
E   -10091.47476 a.u.
HOMO-LUMO gap   9.83 eV

ORCA input file:
```
! RIJCOSX wB97M-V def2-TZVPD def2/J DEFGRID3
* xyz 0 1
S 0.253 -4.491 -0.129
Si 1.353 -4.828 1.657
O 2.822 -4.089 1.693
Si 3.182 -2.520 2.024
S 2.106 -1.115 0.845
H 1.284 -4.240 -0.944
H 1.586 -6.262 1.879
H 0.498 -4.283 2.732
H 2.969 -2.272 3.463
H 4.578 -2.251 1.662
H 0.864 -1.576 1.042
C 0.437 -1.968 -3.726
Cl -1.189 -2.279 -3.104
Cl 1.509 -3.368 -3.539
H 0.367 -1.755 -4.786
H 0.861 -1.139 -3.172
C -1.307 0.171 -7.242
Cl -1.638 0.689 -5.588
Cl -0.150 -1.168 -7.286
H -2.229 -0.173 -7.696
H -0.886 1.009 -7.783
C 5.042 -4.767 -1.752
Cl 3.611 -5.739 -2.118
Cl 4.638 -3.070 -1.475
H 5.506 -5.166 -0.860
H 5.706 -4.815 -2.606
C 1.387 1.964 2.701
Cl 2.948 1.625 3.447
Cl 0.090 2.060 3.901
H 1.443 2.910 2.177
H 1.158 1.150 2.024
C -3.181 0.643 2.586
Cl -1.964 0.621 1.303
Cl -3.805 -0.976 2.938
H -2.747 1.040 3.496
H -4.007 1.259 2.251
C -2.591 4.230 5.730
Cl -2.565 2.462 5.672
Cl -3.582 4.927 4.445
H -3.003 4.529 6.685
H -1.573 4.578 5.605
C -3.443 0.929 -2.310
Cl -1.794 1.532 -2.112
Cl -4.522 2.180 -2.938
H -3.418 0.104 -3.013
H -3.802 0.610 -1.338
C -5.365 4.324 -6.633
Cl -5.785 4.817 -4.988
Cl -4.108 3.081 -6.661
H -6.253 3.918 -7.100
H -5.000 5.193 -7.167
C 4.826 2.434 7.312
Cl 3.137 2.034 7.644
Cl 5.401 1.733 5.795
H 4.911 3.511 7.239
H 5.434 2.043 8.118
*
```

***

The following is a DFT calculation (wB97M-V/def2-TZVPD) of the molecule C7H12 at a distorted geometry.

Computed properties:
SMILES string   C=C(/C=C/C)CC
Relative energy (zero: lowest compared OMol25 entry of this formula, charge and spin)   61.2 kcal/mol
E   -273.81096 a.u.
HOMO-LUMO gap   10.11 eV

ORCA input file:
```
! RIJCOSX wB97M-V def2-TZVPD def2/J DEFGRID3
* xyz 0 1
C 1.720 -1.930 -0.128
C 0.639 -1.351 -1.074
C -0.604 -0.617 -0.494
C -1.747 -1.270 -0.478
C 0.034 2.940 1.258
C -0.041 1.371 0.956
C -0.541 0.785 -0.140
H 1.752 -1.753 0.958
H 2.651 -1.451 -0.450
H 1.885 -3.010 -0.289
H 1.306 -0.583 -1.547
H 0.395 -1.840 -2.098
H -1.750 -2.385 -0.452
H -2.685 -0.934 -0.323
H -0.633 3.328 2.058
H 1.090 3.262 1.472
H -0.204 3.393 0.275
H 0.395 0.894 1.817
H -0.965 1.510 -0.822
*
```

***

The following is a DFT calculation (wB97M-V/def2-TZVPD) of a structure of composition C2H17FeO9 at a distorted geometry.

Computed properties:
E   -2026.55347 a.u.
HOMO-LUMO gap (spin up / spin down)   8.74 / 4.28 eV

ORCA input file:
```
! RIJCOSX wB97M-V def2-TZVPD def2/J DEFGRID3
* xyz 2 6
Fe -1.084 -0.310 2.035
C 0.317 0.059 -2.112
C 0.441 0.088 -0.575
O 0.936 1.037 0.009
O -0.055 -0.821 0.146
H 0.712 -0.834 -2.595
H 0.907 0.876 -2.530
H -0.743 0.007 -2.360
O -1.431 1.659 1.641
H -2.191 2.241 1.636
H -0.767 2.128 1.135
O -2.805 -0.921 0.790
H -3.167 -1.627 0.254
H -3.413 -0.192 0.668
O 2.363 -2.589 0.223
H 1.534 -2.166 -0.002
H 2.165 -3.103 1.006
O 3.284 1.657 2.007
H 2.823 2.083 1.284
H 3.551 0.808 1.654
O -0.776 -2.256 2.840
H -0.324 -2.705 3.553
H -0.841 -2.912 2.146
O -2.261 -1.143 -4.351
H -2.894 -1.027 -3.642
H -1.931 -0.261 -4.525
O 2.097 3.520 0.196
H 1.818 4.054 -0.548
H 1.735 2.652 0.018
*
```

***

The following is a DFT calculation (wB97M-V/def2-TZVPD) of a cluster of 2 separate species, C2H3ClSi in total at a distorted geometry.

Computed properties:
Relative energy (zero: lowest compared OMol25 entry of this formula, charge and spin)   61.1 kcal/mol
E   -827.56516 a.u.
HOMO-LUMO gap   8.99 eV

ORCA input file:
```
! RIJCOSX wB97M-V def2-TZVPD def2/J DEFGRID3
* xyz 0 1
C -1.965 1.157 -0.017
C -1.052 0.414 0.217
Si 1.174 -0.927 0.082
Cl 2.785 0.259 0.038
H -2.577 1.977 -0.262
H 0.787 -1.163 -1.326
H 0.849 -1.717 1.268
*
```